Computed, not measured: a molecular structure, C23H22N3O9PS2W, with wB97M-V/def2-TZVPD.

Computed properties:
Largest force on an atom in eV Å⁻¹: 2.90
Gap between HOMO and LUMO (spin up / spin down) in eV: 6.725 / 6.971
Net charge: +1
HOMO level (spin up / spin down) in eV: -11.51 / -11.52
Multiplicity: 2
Molar mass in Da: 763.389
LUMO energy (spin up / spin down) in eV: -4.79 / -4.55

```
61
C23H22N3O9PS2W, DFT wB97M-V/def2-TZVPD
W 0.2241 -0.4041 0.5766
C 4.4666 1.1643 4.2652
C 4.0866 -0.1823 3.7101
O 2.8429 -0.6259 4.3532
P 1.4950 -0.7811 3.5744
S 0.6585 0.8656 2.8935
S 1.7201 -1.9503 1.9726
O 0.5375 -1.4105 4.6549
C 0.9461 -2.5952 5.4044
C -0.2537 -3.0924 6.1628
H 5.4628 1.4293 3.9074
H 4.4893 1.1387 5.3545
H 3.7678 1.9370 3.9436
H 4.8200 -0.9496 3.9401
H 3.9376 -0.1564 2.6312
H 1.7575 -2.3038 6.0679
H 1.3190 -3.3417 4.6986
H -0.5754 -2.3589 6.9017
H 0.0016 -4.0167 6.6827
H -1.0858 -3.2975 5.4868
O 0.5290 2.5824 -1.6749
C 0.2381 1.9769 -0.6996
O 1.0914 1.2021 0.0317
C -1.1443 1.9569 -0.0769
C -2.0935 2.9052 -0.4208
C -3.3023 2.8527 0.2132
C -3.5365 1.8787 1.1964
C -4.7719 1.7998 1.8914
C -4.9604 0.8629 2.8552
C -3.9114 -0.0293 3.1912
C -2.7173 0.0102 2.5404
C -2.5124 0.9550 1.5076
N -1.3272 1.0098 0.8175
H -1.8486 3.6370 -1.1779
H -4.0828 3.5679 -0.0226
H -5.5563 2.5043 1.6427
H -5.9047 0.8078 3.3804
H -4.0577 -0.7465 3.9884
H -1.9147 -0.6429 2.8360
O 0.6749 -2.4424 -5.2844
C 0.5776 -2.0947 -4.1538
C -0.6943 -1.5067 -3.4703
O -1.8262 -1.5511 -3.8632
C -0.1877 -1.0615 -2.1644
C 1.0436 -1.5158 -1.8969
O 1.4288 -1.3584 -0.6464
C 1.6873 -2.1759 -3.0563
O 2.7670 -2.6715 -3.1627
O -0.8123 -0.4845 -1.1536
C -3.3409 -4.7164 -0.4966
N -2.4643 -3.8671 0.3186
C -2.0746 -4.0919 1.6239
C -1.2674 -3.0600 1.9582
N -1.1622 -2.1969 0.8798
C -1.9015 -2.7283 -0.0850
H -3.4727 -5.6647 0.0142
H -2.8836 -4.8950 -1.4656
H -4.3086 -4.2407 -0.6304
H -2.3989 -4.9529 2.1830
H -0.7595 -2.8805 2.8885
H -2.0884 -2.3018 -1.0538
```



Computed, not measured: 5 unconnected molecules or ions with the total composition C66H45BrN2O10, with wB97M-V/def2-TZVPD.

Computed properties:
Largest force on an atom in eV Å⁻¹: 7.03
Gap between HOMO and LUMO in eV: 8.448
Net charge: 0
HOMO level in eV: -9.77
Molar mass in Da: 1105.994
LUMO energy in eV: -1.32

```
124
C66H45BrN2O10, DFT wB97M-V/def2-TZVPD
C -4.2807 2.7883 9.9785
C -4.1544 3.7721 8.6709
Br -4.9463 2.9591 7.0409
C -4.5812 5.2836 8.9861
C -6.0848 5.7164 8.6703
C -6.0092 7.2371 8.0886
N -5.8928 8.3939 7.7281
C -7.0693 5.8119 9.9558
C -6.5610 6.8519 11.0770
N -5.9150 7.5288 11.8533
C -7.3946 4.3998 10.6511
C -7.9534 3.2766 9.6421
C -9.0362 3.8530 8.5724
O -9.9575 4.6697 8.8865
O -8.9011 3.3142 7.2290
H -3.2621 2.2419 10.1155
H -4.4273 3.3914 10.9504
H -5.0585 1.9592 9.8384
H -3.0092 3.8052 8.4701
H -3.8525 5.9840 8.4402
H -4.4115 5.4490 10.1263
H -6.6430 5.1190 7.8728
H -8.0665 6.2600 9.5592
H -6.4898 3.9600 11.2150
H -8.1927 4.6173 11.4673
H -8.5123 2.4992 10.2918
H -7.1120 2.7477 9.0598
H -8.7321 4.0456 6.5890
O -1.6709 3.4949 2.9777
C -2.3237 2.7213 2.2976
C -3.7307 2.4193 2.6447
C -4.3183 3.0424 3.7473
C -5.6516 2.7946 4.0571
C -6.4027 1.9260 3.2674
C -5.8151 1.2901 2.1785
C -4.4757 1.5309 1.8686
C -3.8544 0.8361 0.7192
O -4.4897 0.0185 0.0737
C -2.4545 1.1528 0.3603
C -1.8683 0.5307 -0.7438
C -0.5643 0.8466 -1.1097
C 0.1589 1.7840 -0.3757
C -0.4169 2.3955 0.7342
C -1.7244 2.0769 1.1079
H -3.7401 3.7244 4.3632
H -6.1083 3.2827 4.9104
H -7.4467 1.7429 3.5023
H -6.4042 0.6103 1.5701
H -2.4273 -0.1979 -1.3239
H -0.1120 0.3643 -1.9713
H 1.1738 2.0369 -0.6679
H 0.1541 3.1230 1.3038
O 4.0252 -2.0630 -1.2086
C 3.7715 -2.7951 -0.2660
C 4.4766 -4.0864 -0.1073
C 5.4541 -4.4574 -1.0330
C 6.1494 -5.6510 -0.8689
C 5.8729 -6.4768 0.2189
C 4.8873 -6.1183 1.1332
C 4.1827 -4.9248 0.9683
C 3.1238 -4.5606 1.9359
O 2.8292 -5.3190 2.8449
C 2.4329 -3.2605 1.7883
C 1.4567 -2.8887 2.7152
C 0.8255 -1.6538 2.6031
C 1.1672 -0.7869 1.5671
C 2.1292 -1.1607 0.6343
C 2.7606 -2.4013 0.7397
H 5.6782 -3.8155 -1.8800
H 6.9122 -5.9358 -1.5870
H 6.4247 -7.4020 0.3531
H 4.6730 -6.7686 1.9759
H 1.1896 -3.5580 3.5275
H 0.0694 -1.3648 3.3268
H 0.6819 0.1796 1.4856
H 2.3880 -0.4810 -0.1724
O 10.0036 -0.2088 -4.8117
C 9.3471 -0.9802 -5.4910
C 7.9413 -1.2817 -5.1390
C 7.3581 -0.6606 -4.0324
C 6.0257 -0.9081 -3.7181
C 5.2710 -1.7740 -4.5068
C 5.8538 -2.4078 -5.5996
C 7.1926 -2.1675 -5.9143
C 7.8085 -2.8599 -7.0678
O 7.1698 -3.6756 -7.7128
C 9.2075 -2.5437 -7.4317
C 9.7885 -3.1637 -8.5399
C 11.0917 -2.8480 -8.9097
C 11.8185 -1.9129 -8.1757
C 11.2472 -1.3039 -7.0624
C 9.9412 -1.6224 -6.6847
H 7.9393 0.0194 -3.4170
H 5.5724 -0.4213 -2.8602
H 4.2278 -1.9567 -4.2679
H 5.2617 -3.0857 -6.2073
H 9.2257 -3.8898 -9.1189
H 11.5404 -3.3282 -9.7740
H 12.8323 -1.6598 -8.4706
H 11.8208 -0.5784 -6.4932
O -0.1552 0.0765 -5.4064
C -0.8063 -0.6979 -6.0888
C -2.2141 -1.0001 -5.7454
C -2.8043 -0.3767 -4.6447
C -4.1382 -0.6243 -4.3374
C -4.8873 -1.4932 -5.1284
C -4.2970 -2.1294 -6.2159
C -2.9567 -1.8886 -6.5228
C -2.3323 -2.5836 -7.6705
O -2.9656 -3.4015 -8.3170
C -0.9312 -2.2667 -8.0258
C -0.3419 -2.8891 -9.1283
C 0.9637 -2.5729 -9.4901
C 1.6844 -1.6349 -8.7537
C 1.1049 -1.0235 -7.6460
C -0.2035 -1.3425 -7.2764
H -2.2275 0.3058 -4.0275
H -4.5967 -0.1351 -3.4832
H -5.9317 -1.6764 -4.8958
H -4.8846 -2.8094 -6.8254
H -0.8999 -3.6174 -9.7091
H 1.4187 -3.0549 -10.3499
H 2.7000 -1.3816 -9.0424
H 1.6738 -0.2958 -7.0750
```



Computed, not measured: 6 unconnected molecules or ions with the total composition C19H51NO6, with wB97M-V/def2-TZVPD.

Computed properties:
Largest force on an atom in eV Å⁻¹: 3.96
Gap between HOMO and LUMO in eV: 9.272
Net charge: 0
HOMO level in eV: -8.94
Molar mass in Da: 389.618
LUMO energy in eV: 0.34

```
77
C19H51NO6, DFT wB97M-V/def2-TZVPD
C 1.6335 4.3193 -6.8484
O 0.6126 3.3374 -6.5009
C 0.9887 2.0586 -6.8157
C 0.0361 1.0655 -6.2403
C 0.4779 0.1016 -5.0855
N -0.4337 0.1483 -7.3068
H 1.9117 4.4066 -7.8987
H 2.5472 4.2093 -6.2643
H 1.2904 5.3442 -6.7068
H 0.9546 1.9304 -7.8976
H 2.0202 1.8153 -6.5613
H -0.9139 1.5335 -5.9822
H 0.7037 0.5076 -4.0994
H 1.4460 -0.3721 -5.2478
H -0.3032 -0.6223 -4.8531
H -1.1173 0.5609 -7.9253
H -0.8378 -0.7252 -7.0007
C -1.2108 -1.0916 2.2173
C -1.3845 0.2373 2.9023
C -0.9337 0.2890 4.3501
O -0.5865 1.1208 2.2479
H -1.9230 -1.7796 2.6729
H -0.2007 -1.4313 2.4462
H -1.4370 -1.1707 1.1540
H -2.4322 0.5358 2.8653
H -1.3660 -0.5592 4.8809
H -1.2589 1.2241 4.8062
H 0.1377 0.2238 4.5399
H 0.2807 0.7803 2.0163
C -5.6145 -0.8228 -2.7972
C -6.5227 -1.1632 -1.6140
C -7.0706 0.1599 -1.0442
O -7.6258 -1.9699 -1.8707
H -5.1863 -1.6499 -3.3634
H -4.8458 -0.1950 -2.3467
H -6.0938 -0.1915 -3.5454
H -5.8673 -1.5687 -0.8432
H -7.6490 -0.0198 -0.1380
H -7.6863 0.8072 -1.6688
H -6.1896 0.7180 -0.7272
H -7.2958 -2.6094 -2.5060
C -0.0825 6.0095 -1.4455
C -1.4914 5.8557 -0.7569
C -2.3571 4.7773 -1.3757
O -1.1950 5.7336 0.6291
H 0.4761 5.0887 -1.6131
H 0.4888 6.7814 -0.9297
H -0.1411 6.3752 -2.4706
H -1.9585 6.8298 -0.9019
H -2.3226 4.7017 -2.4626
H -3.3771 5.0889 -1.1510
H -2.1390 3.8149 -0.9127
H -0.9966 4.8111 0.8059
C 4.1492 -7.3022 -0.3169
C 3.2991 -6.2615 0.3257
C 3.9836 -4.8762 0.8748
O 2.2164 -6.0060 -0.5124
H 3.6969 -8.2915 -0.3856
H 5.0961 -7.4755 0.1945
H 4.4514 -6.9823 -1.3142
H 2.8677 -6.7430 1.2033
H 3.1847 -4.3952 1.4392
H 4.4848 -4.1685 0.2144
H 4.7169 -5.2960 1.5634
H 1.6288 -6.7412 -0.3234
C 4.6061 -1.9580 7.7725
C 3.9522 -1.1939 9.0135
C 4.5137 0.1245 9.4065
O 2.5884 -1.0690 8.5458
H 4.5143 -1.2018 6.9928
H 4.0506 -2.8039 7.3677
H 5.6414 -2.2004 8.0123
H 4.0370 -1.8520 9.8782
H 5.4725 -0.0053 9.9085
H 3.8172 0.8187 9.8766
H 4.7516 0.7407 8.5394
H 2.3211 -0.2214 8.9088
```